Entry from the OMol25 dataset: one molecule with the formula C25H30N4O6S (ωB97M-V/def2-TZVPD).

Last column: Löwdin charge in e.
Geometry (Å):
C  -6.132667  3.693721  1.419295  -0.085
O  -6.800359  2.570832  0.902978  -0.059
C  -6.072604  1.456168  0.619001  -0.193
C  -4.709481  1.335285  0.826327  0.033
C  -4.063446  0.141444  0.514831  -0.211
N  -2.687911  0.073054  0.755286  0.114
C  -1.829073  -0.962304  0.535445  -0.458
O  -2.150941  -2.041638  0.072595  0.074
C  -0.433206  -0.672302  0.910692  -0.352
S  0.049269  0.888163  1.553369  1.139
C  1.678672  0.357446  1.684183  -0.533
N  2.664808  1.145571  2.152320  0.086
C  3.836044  0.612551  2.188126  -0.115
N  4.135148  -0.643260  1.783860  0.033
C  5.516267  -1.087275  1.842062  -0.024
C  6.425788  -0.108014  1.085303  -0.448
O  7.196150  0.599370  1.708596  0.055
N  6.307789  -0.058938  -0.252086  -0.042
C  5.385534  -0.797853  -1.083881  -0.126
C  4.294677  0.137826  -1.610295  -0.134
C  4.920502  1.294447  -2.393750  -0.388
C  3.851347  2.273984  -2.867080  -0.070
C  5.956126  1.995640  -1.510910  -0.139
C  6.985132  0.997651  -0.980468  -0.129
C  3.161744  -1.532664  1.283030  -0.361
O  3.494135  -2.643139  0.914116  0.061
C  1.838992  -0.956366  1.251061  -0.103
C  0.621873  -1.547722  0.806453  -0.207
C  0.517017  -2.939103  0.296426  -0.013
C  -4.780233  -0.917918  -0.016019  0.045
C  -6.147355  -0.802558  -0.247402  -0.179
O  -6.882658  -1.813641  -0.805132  -0.102
C  -6.238132  -3.029808  -1.102163  -0.071
C  -6.815464  0.384437  0.083367  -0.133
O  -8.143622  0.650150  -0.096532  -0.056
C  -9.079627  -0.403701  -0.072785  -0.072
H  -5.373876  4.068851  0.724186  0.097
H  -6.900712  4.453512  1.554703  0.095
H  -5.664881  3.478729  2.386401  0.096
H  -4.137485  2.152240  1.236738  0.106
H  -2.296450  0.919586  1.145266  0.079
H  4.656255  1.210668  2.560656  0.147
H  5.560590  -2.102608  1.441719  0.130
H  5.855619  -1.097062  2.881976  0.143
H  4.950805  -1.640717  -0.552076  0.100
H  5.952469  -1.198282  -1.932807  0.135
H  3.610247  -0.426478  -2.245234  0.126
H  3.720357  0.542215  -0.772806  0.111
H  5.432341  0.881110  -3.270652  0.143
H  3.324435  2.701814  -2.016670  0.081
H  4.301379  3.084920  -3.434535  0.077
H  3.126140  1.770404  -3.501966  0.077
H  6.467604  2.774851  -2.077186  0.120
H  5.450739  2.468045  -0.665240  0.126
H  7.683348  1.482529  -0.297034  0.121
H  7.543587  0.550708  -1.809183  0.131
H  0.121180  -2.935009  -0.717391  0.094
H  -0.187307  -3.505114  0.903156  0.095
H  1.490512  -3.418607  0.313955  0.069
H  -4.254020  -1.823069  -0.256532  0.087
H  -5.450541  -2.896902  -1.849560  0.100
H  -5.813227  -3.491424  -0.205996  0.101
H  -7.015626  -3.675872  -1.507900  0.095
H  -10.050376  0.079324  0.040309  0.093
H  -8.907939  -1.075363  0.772279  0.100
H  -9.065382  -0.982543  -0.998790  0.087

Force components x, y, z for each atom (eV/Å):
C 0.13 0.17 0.09
O 0.01 -0.40 -0.16
C -0.25 -0.19 -0.08
C 0.06 0.05 0.04
C -0.63 -0.12 -0.18
N 0.22 0.33 0.16
C -0.01 0.03 0.01
O -0.08 -0.03 -0.02
C 0.74 0.10 0.17
S 0.30 -0.42 -0.09
C -0.11 -0.70 -0.28
N 0.08 0.66 0.27
C -0.20 0.31 0.05
N -0.29 -0.21 -0.10
C 0.60 -0.07 0.10
C -0.12 -0.43 0.25
O 0.13 0.19 0.35
N 0.20 0.05 -0.36
C -0.49 -0.14 -0.03
C 0.33 -0.12 -0.24
C -0.29 0.24 0.25
C 0.24 -0.22 -0.04
C 0.14 -0.33 -0.25
C 0.18 0.50 0.16
C 0.01 0.00 -0.03
O 0.00 -0.19 -0.02
C -0.16 0.65 0.21
C -0.53 0.25 -0.02
C 0.05 -0.31 -0.10
C 0.19 -0.22 -0.04
C -0.20 0.30 0.08
O 0.01 0.54 0.14
C 0.11 -0.22 -0.07
C -0.15 0.05 0.06
O 0.46 0.09 -0.17
C -0.38 -0.24 -0.03
H -0.02 -0.02 0.03
H 0.09 -0.02 0.01
H -0.01 0.00 -0.05
H 0.02 0.14 0.06
H -0.13 -0.19 -0.08
H 0.22 -0.06 0.01
H -0.06 0.20 0.07
H 0.00 0.01 -0.21
H 0.09 -0.01 0.01
H -0.04 -0.04 0.06
H -0.08 -0.02 -0.02
H -0.08 0.01 0.07
H 0.04 -0.03 0.01
H -0.08 0.07 0.11
H 0.00 0.13 -0.07
H -0.13 0.00 -0.08
H 0.00 0.09 0.00
H -0.02 0.07 0.06
H -0.03 -0.11 -0.16
H 0.00 0.00 0.03
H -0.03 -0.07 -0.02
H -0.04 -0.06 -0.04
H -0.06 -0.02 -0.02
H -0.03 -0.05 -0.02
H -0.02 -0.01 0.04
H 0.00 0.03 -0.04
H 0.09 0.00 0.02
H 0.04 -0.06 0.02
H 0.00 0.02 -0.02
H -0.04 0.07 0.14

Computed properties:
SMILES string: COc1cc(NC(=O)c2sc3ncn(CC(=O)N4CCC(C)CC4)c(=O)c3c2C)cc(OC)c1OC
Charge: 0
Strongest force on any atom: 0.76 eV/Å
Energy above the lowest of the compared OMol25 structures with the same formula, charge and spin: 75.1 kJ/mol


Entry from the OMol25 dataset: C25H30N7PtS as an isolated structure in a non-equilibrium geometry (ωB97M-V/def2-TZVPD).

Last column: Löwdin charge in e.
Geometry (Å):
Pt  -0.075281  -0.003321  0.018863  0.966
C  4.495283  4.735230  -2.521574  0.008
C  3.836727  3.514497  -2.011281  -0.167
C  4.163889  2.241950  -2.524470  0.030
C  3.578621  1.119297  -2.024707  0.044
C  2.606403  1.178198  -0.980383  -0.180
N  2.060202  0.032064  -0.541833  0.066
C  2.785637  -1.093285  -0.434501  -0.180
C  4.142134  -0.996246  0.001216  0.044
C  4.931333  -2.096300  0.141671  0.031
C  4.434290  -3.382192  -0.157132  -0.167
C  5.295700  -4.577884  -0.045510  0.009
C  3.089575  -3.495533  -0.552814  0.074
C  2.262430  -2.404534  -0.692996  -0.064
N  0.958227  -2.611598  -1.170973  -0.059
C  0.570347  -3.660679  -1.946769  0.008
C  -0.793445  -3.620515  -2.061323  0.026
C  -1.183678  -2.491209  -1.334854  -0.092
N  -0.124025  -1.889898  -0.806996  -0.122
C  2.236934  2.474759  -0.488155  -0.064
C  2.855168  3.589573  -1.007065  0.074
N  1.328177  2.645524  0.569028  -0.059
C  1.335308  3.691154  1.440564  0.008
C  0.204642  3.609452  2.208593  0.026
C  -0.453160  2.459467  1.761360  -0.091
N  0.231386  1.885711  0.778844  -0.122
H  5.453147  4.510399  -2.986263  0.106
H  4.630683  5.482273  -1.739715  0.109
H  3.875626  5.212256  -3.290790  0.129
H  4.886798  2.159428  -3.325065  0.145
H  3.825543  0.148319  -2.434351  0.143
H  4.527971  -0.014869  0.245425  0.143
H  5.950438  -1.985237  0.487221  0.145
H  6.351009  -4.319920  -0.106936  0.106
H  5.054163  -5.325955  -0.800344  0.109
H  5.146789  -5.068584  0.924189  0.129
H  2.699235  -4.485385  -0.742458  0.139
H  1.271540  -4.331744  -2.409990  0.148
H  -1.424465  -4.315769  -2.585380  0.131
H  -2.175613  -2.100151  -1.185613  0.086
H  2.577083  4.568543  -0.643316  0.139
H  2.150662  4.389424  1.504114  0.148
H  -0.111826  4.291713  2.977032  0.131
H  -1.376632  2.034748  2.116316  0.088
C  -3.580078  -1.170847  3.182542  -0.055
N  -4.470223  -0.403491  2.324417  -0.191
C  -5.613760  0.202806  3.004389  -0.007
C  -4.145877  -0.066874  1.084421  -0.622
S  -2.435664  -0.048654  0.631290  0.615
N  -5.048511  0.256458  0.171051  -0.188
C  -6.375571  -0.357064  0.159763  -0.006
C  -4.713925  1.020660  -1.021424  -0.055
H  -4.185320  -1.775492  3.856996  0.108
H  -2.957017  -0.513361  3.793158  0.101
H  -2.944380  -1.826066  2.597699  0.067
H  -5.254504  0.656858  3.929421  0.109
H  -6.362289  -0.541135  3.278769  0.111
H  -6.069117  0.972248  2.388108  0.098
H  -6.452990  -1.129797  0.918781  0.099
H  -6.530173  -0.808103  -0.821740  0.109
H  -7.164089  0.382229  0.303585  0.111
H  -3.881278  1.689552  -0.835118  0.066
H  -5.583398  1.610011  -1.310110  0.108
H  -4.467250  0.360049  -1.855689  0.102

Force components x, y, z for each atom (eV/Å):
Pt 2.46 0.06 -0.62
C 0.06 0.22 -0.13
C 0.00 -0.36 0.10
C 0.09 0.03 -0.03
C 0.44 -0.08 0.16
C 0.26 0.00 0.09
N -2.64 -0.06 0.70
C 0.18 0.02 -0.21
C 0.31 0.09 -0.35
C 0.09 -0.03 -0.02
C -0.06 0.36 -0.09
C 0.12 -0.22 0.08
C -0.13 0.02 -0.07
C -0.25 -0.17 0.41
N 0.62 -0.09 -0.16
C -0.58 -0.17 -0.21
C 0.34 -0.05 0.09
C 0.01 -0.14 -0.07
N -0.94 0.78 0.36
C -0.42 0.15 -0.24
C -0.08 -0.02 0.12
N 0.61 0.11 -0.17
C -0.41 0.15 0.47
C 0.25 0.06 -0.25
C 0.04 0.13 0.06
N -0.98 -0.81 0.13
H 0.01 -0.02 0.02
H 0.00 -0.04 0.04
H -0.07 -0.08 0.00
H -0.02 0.01 -0.04
H -0.12 0.00 -0.08
H -0.06 -0.01 0.13
H 0.00 -0.01 0.05
H -0.01 0.02 -0.02
H -0.02 0.04 -0.03
H -0.07 0.08 0.04
H -0.03 -0.01 -0.01
H 0.13 -0.01 0.13
H -0.01 0.04 -0.09
H 0.08 0.14 0.07
H -0.02 0.01 0.02
H 0.05 0.01 -0.17
H 0.04 -0.04 0.08
H 0.04 -0.14 -0.11
C 0.10 -0.12 0.30
N 0.06 -0.07 -0.22
C -0.26 0.07 0.26
C 0.69 0.06 -0.14
S 0.25 -0.05 -0.12
N 0.17 0.06 0.15
C -0.36 -0.09 -0.10
C -0.07 0.13 -0.31
H -0.06 0.02 -0.05
H -0.01 0.05 -0.07
H -0.03 0.02 -0.04
H 0.03 0.03 -0.06
H 0.02 -0.04 -0.12
H 0.04 -0.03 0.01
H 0.03 0.03 -0.03
H 0.05 -0.03 0.03
H 0.08 0.04 0.09
H -0.01 -0.02 0.05
H -0.02 -0.02 0.08
H 0.03 -0.05 0.06

Computed properties:
Charge: +3
Strongest force on any atom: 2.74 eV/Å
Energy above the lowest of the compared OMol25 structures with the same formula, charge and spin: 190.5 kJ/mol